(1)
A cluster of 2 separate species, C5H4BrClOS in total at a distorted geometry. Source: the OMol25 dataset; level of theory: wB97M-V/def2-TZVPD.

Its HOMO energy (alpha / beta) is -8.10 / -7.46 eV. The value obtained for the maximum force is 2.97 eV/Å. The lowest unoccupied orbital energy (alpha / beta) comes out at -0.352 / -0.549 eV. The value obtained for the frontier orbital gap (alpha / beta) is 7.75 / 6.91 eV. For the total energy, the calculation gives -100694.4388 eV.

Geometry as XYZ:
```
13
Properties=species:S:1:pos:R:3:nbo_charge:R:1
O 1.23587 1.97433 1.61959 -0.520
H -0.53560 -0.24489 1.66448 0.261
C -0.62181 -0.77878 0.71208 -0.552
C -1.54075 -0.09052 -0.24192 -0.187
C -1.06263 0.07133 -1.46937 -0.367
H -2.52062 0.21861 0.07171 0.228
Br 2.05413 -1.97453 0.63414 0.138
H -1.54299 0.52627 -2.31477 0.240
C 0.69503 -0.84623 0.00991 -0.292
C 1.60379 1.44341 0.63020 0.441
S 0.55887 -0.55749 -1.70285 0.388
Cl 2.67323 2.04526 -0.55782 -0.016
H -0.99652 -1.78678 0.94462 0.239
```

(2)
A structure of composition C14H20F6Na3O18S2 at a distorted geometry. Source: the OMol25 dataset; level of theory: wB97M-V/def2-TZVPD.

As for the charge: +1. Its HOMO energy is -9.70 eV. The value obtained for the maximum force is 6.30 eV/Å. The lowest unoccupied orbital energy comes out at -5.864 eV. The value obtained for the frontier orbital gap is 3.84 eV. For the total energy, the calculation gives -102910.8303 eV.

Geometry as XYZ:
```
63
Properties=species:S:1:pos:R:3:nbo_charge:R:1
F 0.46568 1.28819 -1.68643 -0.322
C -4.34495 -8.46455 -5.71592 0.964
H -1.52938 5.57084 1.28797 0.188
C -0.49189 2.55045 8.80794 0.705
Na 1.75422 -2.56176 4.91902 0.997
H 4.59017 -3.53752 -0.95121 0.193
Na -6.41626 3.26122 3.85223 0.998
H 5.52436 -4.37205 0.25748 0.198
H -2.85755 -6.07884 -6.23206 0.181
O 5.05996 7.72258 -2.49507 -0.586
C -3.86084 6.68689 0.20453 0.994
H 5.52619 4.21994 -4.16338 0.187
O -4.64129 6.66277 -0.88874 -0.494
O 0.21303 0.41542 0.98032 -0.991
O -2.11036 0.98373 0.24436 -0.993
F 0.45016 -0.90646 -2.02677 -0.330
Na -5.11302 -4.65746 3.85330 1.000
H 5.91687 3.79523 -1.81219 0.191
O -3.26389 -8.62844 -4.84587 -0.487
C 2.08383 -7.78764 1.07646 -0.250
H 5.84410 -4.56714 -1.48326 0.204
O 5.86286 6.12551 -3.78298 -0.469
C 6.35024 4.80105 -3.74941 -0.101
O 3.83136 -5.54346 1.57570 -0.663
H -6.44998 6.64659 0.16141 0.187
H -2.84738 -7.18661 -3.47034 0.177
C -2.70155 -7.39977 -4.52930 -0.089
H -6.17473 8.17034 -0.81246 0.204
F 0.64029 1.80464 8.95335 -0.344
O -4.22199 6.83708 1.41236 -0.687
H -1.58446 7.19559 1.57059 0.205
F -1.36345 0.25179 -2.52775 -0.332
O 4.21180 -5.65200 -0.69295 -0.504
H 7.21350 4.49733 -4.34155 0.202
O 2.94431 -7.16637 0.22072 -0.486
H 7.59837 4.37264 -2.02850 0.189
F -0.35416 3.37692 7.77426 -0.333
C 6.54684 4.58486 -2.22173 -0.098
C -1.51447 6.50647 0.72898 -0.275
H -0.51131 6.52108 0.30290 0.216
H 1.21929 -7.22080 1.42197 0.174
O -3.12814 2.36566 8.06681 -1.016
O -2.32783 0.89245 9.76810 -0.993
S -0.96476 0.01814 0.21325 2.253
O 6.15977 5.79538 -1.63475 -0.482
C -3.52609 -6.41578 -5.43983 -0.094
C 5.06564 -4.49169 -0.72404 -0.264
O -5.08644 -9.40925 -6.13900 -0.576
H -6.67141 6.67457 -1.54878 0.201
H 1.80410 -8.76595 0.68562 0.209
C -0.28809 0.16694 -1.68910 0.740
O -2.58439 6.48011 -0.23329 -0.484
O -1.64757 0.57076 7.41224 -1.023
O -4.55816 -7.15856 -5.96049 -0.465
F -0.62700 3.34506 9.88600 -0.324
O -1.38225 -1.39164 0.37327 -1.023
H -3.85725 -5.51453 -4.92392 0.195
H 2.62016 -8.05288 1.98756 0.184
C 3.68524 -6.10584 0.50104 1.005
H -1.67012 -7.26014 -4.85296 0.194
C 5.60463 6.60370 -2.59707 0.966
C -6.05313 7.08881 -0.75240 -0.254
S -2.06144 1.44638 8.45377 2.331
```

(3)
A structure of composition C19H15Cl3GeSiTl. Source: the OMol25 dataset; level of theory: wB97M-V/def2-TZVPD.

As for the charge: -1. Its HOMO energy (alpha / beta) is -3.73 / -4.31 eV. The value obtained for the maximum force is 0.44 eV/Å. The lowest unoccupied orbital energy (alpha / beta) comes out at 2.662 / 1.906 eV. The value obtained for the frontier orbital gap (alpha / beta) is 6.40 / 6.22 eV. For the total energy, the calculation gives -126602.2727 eV.

Geometry as XYZ:
```
40
Properties=species:S:1:pos:R:3:lowdin_charge:R:1
C 0.86603 -0.37576 2.38671 -0.122
H -2.26655 3.67199 -2.31462 0.094
H -1.49962 1.78883 1.30554 0.083
C 3.34092 -1.31826 -2.64347 -0.103
C -0.69092 1.73166 3.27404 -0.107
H -3.06185 2.49782 -4.34269 0.092
C 0.01022 0.25867 1.47766 -0.288
Si -3.01272 -2.88340 3.02013 -0.729
C 2.79200 0.19906 -0.39061 -0.110
H 1.28558 -1.91060 -2.55677 0.088
H -1.32221 2.54110 3.62027 0.097
C 0.17714 1.10341 4.15276 -0.107
H -2.57364 0.08578 -4.62854 0.096
Ge -0.09525 -0.54631 -0.29937 0.702
H 5.35424 -0.58638 -2.46825 0.091
Tl -2.85851 -2.27955 0.28630 0.391
C 2.06214 -1.30349 -2.10273 -0.115
H 3.54990 -1.91743 -3.52179 0.093
H 1.61043 -0.47741 4.39412 0.099
C -1.08543 0.55833 -1.60058 -0.276
C -0.77641 -2.37460 -0.37970 -0.457
Cl -4.65709 -4.06049 3.69440 0.043
C 0.95200 0.04066 3.70783 -0.091
C -2.23431 0.60721 -3.74145 -0.097
H 0.23190 1.42305 5.18601 0.095
H -1.35366 -1.14497 -2.88526 0.083
H 2.59401 0.79959 0.49029 0.090
Cl -3.25304 -1.10538 4.15511 0.075
C 4.35367 -0.57217 -2.05295 -0.116
C -1.35626 1.92145 -1.46994 -0.111
C -1.53532 -0.08297 -2.76020 -0.130
H -0.99202 2.47053 -0.61053 0.083
Cl -1.37463 -3.83442 3.98188 0.064
C -2.06507 2.61525 -2.44501 -0.103
C 4.07694 0.18572 -0.92468 -0.106
C 1.76251 -0.54206 -0.97078 -0.268
H 4.86227 0.76707 -0.45590 0.093
C -0.77871 1.30605 1.95322 -0.112
C -2.50818 1.95939 -3.58310 -0.111
H 1.46947 -1.21699 2.06260 0.106
```